20
Properties=species:S:1:pos:R:3:mulliken_charge:R:1 method="wB97M-V/def2-TZVPD" homo_ev="-8.9 / -7.3" gap_ev="8.4 / 7.4" charge=0 largest_force_ev_per_a=1.48
C 2.5021 -2.2675 -0.6908 -0.978
C 1.3472 2.2223 -0.0492 -0.999
C -2.7431 1.3987 0.4540 -1.066
C -1.4467 -1.4065 0.9203 -1.060
F -2.2789 -0.4448 -1.5864 -0.326
Si 0.5365 0.7626 -0.9685 0.142
Si -1.5346 0.0937 -0.2422 0.551
H 3.4063 -1.8308 -0.3244 0.331
H 1.8643 -2.7780 0.0001 0.311
H 2.4476 -2.5383 -1.7233 0.321
H 2.2644 1.9158 0.4451 0.324
H 1.6034 3.0255 -0.7351 0.319
H 0.6913 2.6369 0.7127 0.299
H -3.6571 0.9386 0.8238 0.323
H -2.3000 1.9512 1.2774 0.350
H -3.0252 2.1163 -0.3113 0.286
H -2.4034 -1.6048 1.3977 0.343
H -1.1695 -2.2957 0.3620 0.281
H -0.7082 -1.2669 1.7026 0.338
H 0.7791 0.9457 -2.4098 -0.091



19
Properties=species:S:1:pos:R:3:mulliken_charge:R:1 method="wB97M-V/def2-TZVPD" homo_ev="-3.2 / -10.1" multiplicity=2 gap_ev="4.2 / 10.8" charge=0 largest_force_ev_per_a=3.81
C -0.7520 1.6683 -0.9018 -1.318
C -1.0233 0.3701 -0.0848 -0.831
C 0.0946 0.3442 1.0576 -1.036
C 1.4691 -0.3285 0.5806 -0.756
N 1.3105 -1.8083 0.7425 -0.630
N -1.1200 -0.8487 -1.0267 -2.065
H -0.2044 1.2729 -1.7893 0.395
H -1.5664 2.3101 -1.1766 0.499
H 0.0011 2.3843 -0.4013 0.330
H -1.9699 0.5193 0.4295 0.264
H -0.3713 -0.1297 1.9155 0.577
H 0.1325 1.3756 1.4411 0.518
H 1.6466 0.2300 -0.4516 0.441
H 2.1368 0.1640 1.3327 0.348
H 2.1476 -2.2113 0.3233 0.262
H 1.4366 -1.9920 1.7405 0.277
H -1.4837 -1.5999 -0.4401 0.743
H -1.7134 -0.6950 -1.8552 1.137
H -0.1709 -1.0252 -1.4359 0.844



19
Properties=species:S:1:pos:R:3:mulliken_charge:R:1 method="wB97M-V/def2-TZVPD" homo_ev=-14.6 gap_ev=6.0 charge=+1 largest_force_ev_per_a=2.43
C 0.2006 -0.9535 0.9585 -0.678
C -0.3671 -1.1441 -0.4441 -0.534
C 0.4111 -0.3505 -1.5611 -0.647
C 0.3955 1.1893 -1.3853 -0.521
N 1.0730 1.5854 -0.1921 -0.278
N -0.2726 0.3966 1.3745 -0.339
H 1.2925 -1.0516 0.9586 0.345
H -0.2597 -1.6665 1.6456 0.442
H -0.3728 -2.2068 -0.7262 0.394
H -1.4041 -0.7964 -0.4892 0.334
H -0.2095 -0.6771 -2.4007 0.344
H 1.4230 -0.7057 -1.7484 0.367
H 0.7871 1.7261 -2.2675 0.479
H -1.3969 -0.3430 2.2849 -0.188
H -0.6910 1.4195 -1.4005 0.311
H 0.4336 1.1412 0.7630 0.379
H -2.0340 -0.6514 2.5494 0.214
H -0.4216 0.5443 2.3501 0.306
H 1.4127 2.5442 -0.2697 0.272



19
Properties=species:S:1:pos:R:3:mulliken_charge:R:1 method="wB97M-V/def2-TZVPD" homo_ev=-12.9 gap_ev=3.9 charge=+1 largest_force_ev_per_a=3.87
C -1.0649 0.1133 -3.6600 -0.474
N 0.2696 1.3448 1.5887 -0.275
C -0.0495 1.9231 2.9048 -0.661
C -0.1872 -0.5447 -2.8142 -0.253
N -0.2520 -1.0892 0.5548 -0.318
C 1.0136 -1.7856 0.6846 -0.734
H -2.0413 0.6292 -3.6748 0.276
H -0.5670 0.2891 -4.6085 0.208
H 1.3176 1.3463 1.4923 0.331
H 0.5765 2.8004 3.2200 0.335
H -0.0793 1.1911 3.7693 0.285
H -1.0792 2.3905 2.9034 0.289
H -0.4753 -0.6578 -1.7505 0.019
H 0.8388 -0.7116 -3.1190 0.274
H -0.1786 0.3569 1.2788 0.351
H -0.9164 -1.8410 0.6576 0.269
H 1.1914 -2.0827 1.7280 0.394
H 1.8416 -1.1078 0.4285 0.304
H 1.1757 -2.6281 -0.0210 0.378



20
Properties=species:S:1:pos:R:3:mulliken_charge:R:1 method="wB97M-V/def2-TZVPD" homo_ev="-7.9 / -9.0" multiplicity=2 gap_ev="8.8 / 9.1" charge=0 largest_force_ev_per_a=2.41
C 1.8300 2.1686 -0.7642 -0.435
O 1.6015 3.4239 -0.2137 -0.500
C 1.3080 1.0807 0.1751 -0.345
C 1.3333 -0.2481 -0.4768 -0.556
C 0.0375 -0.9582 -0.7422 -0.566
N -0.4261 -1.6622 0.5314 -0.538
N -3.9675 -2.0050 1.0906 -0.617
H 1.3496 2.0137 -1.7914 0.277
H 2.8898 1.8973 -0.8346 0.276
H 2.1815 4.1486 -0.4458 0.308
H 0.2685 1.3054 0.4551 0.340
H 2.1803 -0.8939 -0.3799 0.375
H 1.9536 1.1298 1.0779 0.281
H -0.7778 -0.2694 -0.9344 0.223
H 0.2012 -1.8002 -1.4269 0.391
H -4.5885 -2.4604 0.4483 0.181
H -0.1231 -2.6159 0.3511 0.256
H 0.1301 -1.2926 1.2972 0.228
H -3.0141 -1.6282 0.8559 0.230
H -4.3678 -1.3338 1.7272 0.191



20
Properties=species:S:1:pos:R:3:mulliken_charge:R:1 method="wB97M-V/def2-TZVPD" homo_ev="-3.2 / -7.9" multiplicity=2 gap_ev="3.9 / 8.4" charge=0 largest_force_ev_per_a=1.64
C -3.0585 -0.3597 -0.6040 -1.114
C -1.7993 0.3509 -1.0972 -0.548
C -0.6440 0.3086 -0.1489 -0.105
C 0.4241 -0.5673 -0.3186 -0.856
N 1.2280 -0.8483 0.9075 -0.432
N -0.6896 1.1453 1.0348 -0.720
H -2.7811 -1.0920 0.1532 0.327
H -3.7774 0.2744 -0.0809 0.259
H -3.4975 -0.8543 -1.4722 0.371
H -1.4162 -0.0467 -2.0507 0.292
H -1.9515 1.3805 -1.4751 0.381
H 0.4121 -1.3577 -1.0485 0.191
H 1.1131 -1.8088 1.3493 0.508
H 0.7724 -0.2186 1.5944 0.367
H 2.2012 -0.6673 0.6707 0.657
H -1.5313 0.9103 1.5570 0.251
H -0.6373 2.1387 0.7996 0.261
H 3.9871 0.4006 -0.8838 0.314
H 4.5024 -0.0901 0.5011 0.307
O 3.6905 0.0733 -0.0233 -0.711